C10H16 | ωB97M-V/def2-TZVPD

Computed properties:
Energy   -390.52203 hartree
E_LUMO   1.040 eV
HOMO level   -9.114 eV
Energy above the lowest of the compared OMol25 structures with the same formula, charge and spin   298.91 kJ/mol
SMILES   Cc1ccccc1.CCC

Atoms and positions in Å:
C  -3.092  0.575  1.266
C  -0.812  0.725  0.157
C  -1.540  0.345  1.311
C  0.568  0.919  0.166
C  -0.879  0.127  2.451
C  1.147  0.897  1.406
C  0.598  0.456  2.490
H  -1.358  0.568  -0.899
H  0.984  1.250  -0.854
H  -3.694  -0.335  0.911
H  -3.376  1.444  0.692
H  -1.296  0.052  3.397
H  2.139  1.047  1.538
H  1.061  0.248  3.399
H  -3.444  0.683  2.212
C  0.741  -1.419  -2.461
C  1.990  -1.492  -1.428
C  1.000  -0.511  -3.699
H  -0.094  -1.176  -1.869
H  0.630  -2.424  -2.790
H  1.515  -2.074  -0.485
H  2.843  -2.023  -1.975
H  1.101  0.595  -3.379
H  0.489  -0.483  -4.546
H  2.224  -0.489  -1.212
H  1.954  -0.604  -4.097